[1]
Computed, not measured: 2 unconnected molecules or ions with the total composition C6H14N2O2 at a distorted geometry, with ωB97M-V/def2-TZVPD.

Computed properties:
M   146.190 g/mol
LUMO level   0.526 eV
Multiplicity   1
ΔE to the lowest compared entry with this formula, charge and spin   4.700 eV

Element x y z (Å)
C  0.7147  0.3669  0.8088
C  1.0885  1.7817  0.4018
C  1.8976  -0.5741  0.6725
C  -1.5914  0.4138  0.7958
O  -1.8613  0.0229  2.0687
O  -1.9331  1.4644  0.3087
H  -2.1479  0.8151  2.5482
H  0.4526  0.3646  1.8696
H  1.4962  1.8087  -0.6132
H  2.7142  -0.2886  1.3485
H  1.8553  2.2030  1.0662
H  0.2447  2.4749  0.4398
H  2.3168  -0.5546  -0.3397
H  1.6311  -1.6028  0.9230
C  -0.3168  -0.0519  -2.0013
C  -0.4441  -1.0287  -0.8671
N  -1.7163  -0.9054  -0.0919
N  -0.0421  -2.2556  -0.8423
H  -1.7291  -1.7316  0.5104
H  -2.5594  -0.8689  -0.6814
H  0.7745  -2.3856  -1.4332
H  -0.9467  -0.3899  -2.8329
H  0.7199  -0.0326  -2.3357
H  -0.6178  0.9544  -1.7236

Atoms 1-3, force components in eV/Å:
-0.7 0.3 0.7
-0.2 0.0 -0.1
0.0 -0.2 -0.1

Atomic partial charges in e from the natural (NBO) method, atoms 1 to 4: C -0.408; C -0.649; C -0.633; C 0.873


[2]
Computed, not measured: 2 unconnected molecules or ions with the total composition C6H14N2O2 at a distorted geometry, with ωB97M-V/def2-TZVPD.

Computed properties:
M   146.190 g/mol
SMILES string   CCC(N)=O.CCC(N)=O
LUMO level   0.389 eV
Multiplicity   1
ΔE to the lowest compared entry with this formula, charge and spin   0.378 eV

Element x y z (Å)
C  -0.9603  2.3735  2.1946
C  0.0485  1.3558  1.6322
C  0.9886  1.9730  0.6143
N  2.3075  1.6021  0.7042
O  0.5997  2.7571  -0.2205
H  -0.5690  2.7797  3.1199
H  -1.9031  1.8724  2.4228
H  -1.1875  3.1489  1.4600
H  0.6343  0.9418  2.4658
H  -0.4599  0.5187  1.1581
H  2.8769  1.6196  -0.1269
H  2.5768  0.8993  1.3719
C  -1.9408  -1.2089  -1.8388
C  -0.6651  -1.4310  -1.0301
C  0.1814  -2.5791  -1.5406
N  1.3992  -2.7302  -0.8997
O  -0.1713  -3.3330  -2.4168
H  -1.7218  -1.1658  -2.8970
H  -2.3851  -0.2894  -1.4561
H  -2.7045  -1.9617  -1.6240
H  -0.0281  -0.5458  -1.2348
H  -0.7867  -1.3813  0.0486
H  2.0555  -3.3225  -1.3874
H  1.8149  -1.8932  -0.5199

Atoms 1-3, force components in eV/Å:
-0.2 -0.6 -0.3
0.2 0.3 0.7
0.0 0.1 0.0

Atomic partial charges in e from the natural (NBO) method, atoms 1 to 4: C -0.607; C -0.501; C 0.674; N -0.830


[3]
Computed, not measured: 2 unconnected molecules or ions with the total composition C6H14N2O2 at a distorted geometry, with ωB97M-V/def2-TZVPD.

Computed properties:
M   146.190 g/mol
SMILES string   CNC(C)=O.CNC(C)=O
LUMO level   0.442 eV
Multiplicity   1
ΔE to the lowest compared entry with this formula, charge and spin   2.697 eV

Element x y z (Å)
C  -1.3519  -0.3669  -2.7178
N  -0.1649  0.0105  -1.9803
C  0.0451  1.3812  -1.7516
C  1.2357  1.8412  -0.9202
O  -0.7119  2.1083  -2.3698
H  -1.4507  -0.0230  -3.7405
H  -1.4471  -1.4012  -2.8110
H  -2.3181  -0.2256  -2.1829
H  0.1291  -0.5395  -1.1729
H  1.1530  1.2425  0.0320
H  2.2522  1.7756  -1.4055
H  1.2314  2.9180  -0.9766
C  0.5219  -2.3278  1.0585
N  -0.3411  -1.3493  1.7091
C  0.2832  -0.1126  1.7939
C  -0.2308  0.8750  2.7525
O  1.4969  0.0084  1.6117
H  0.1188  -3.3465  1.4409
H  0.2648  -2.3221  -0.0386
H  1.5196  -2.2448  1.3431
H  -1.3825  -1.2862  1.4810
H  0.7000  1.1446  3.4338
H  -0.4717  1.7061  2.1043
H  -1.0810  0.5341  3.3070

Atoms 1-3, force components in eV/Å:
-1.4 0.1 0.9
0.8 0.7 1.3
-0.4 -0.7 -2.3

Atomic partial charges in e from the natural (NBO) method, atoms 1 to 4: C -0.417; N -0.637; C 0.672; C -0.754


[4]
Computed, not measured: 2 unconnected molecules or ions with the total composition C6H14N2O2 at a distorted geometry, with ωB97M-V/def2-TZVPD.

Computed properties:
M   146.190 g/mol
SMILES string   CNC(C)=O.CNC(C)=O
LUMO level   0.548 eV
Multiplicity   1
ΔE to the lowest compared entry with this formula, charge and spin   2.347 eV

Element x y z (Å)
C  -2.0925  -2.7074  -1.4441
N  -0.8959  -1.9430  -1.0037
C  0.3464  -2.5920  -1.0955
C  1.3943  -1.5363  -1.3127
O  0.4888  -3.7992  -1.1686
H  -2.0296  -2.8350  -2.5277
H  -1.8312  -3.7590  -1.1850
H  -3.0204  -2.2216  -1.2746
H  -0.9307  -1.0352  -0.8733
H  2.3064  -2.0664  -1.0207
H  1.5060  -1.1499  -2.3679
H  1.3666  -0.6277  -0.6149
C  1.1959  2.9356  -0.1582
N  0.4188  2.8044  1.0477
C  -0.3872  1.7382  1.3927
C  -0.5128  1.4199  2.9089
O  -0.9825  1.0572  0.5365
H  2.1584  2.4312  -0.0652
H  0.5322  2.6955  -0.9573
H  1.6376  3.9828  -0.4801
H  0.9186  3.2621  1.9326
H  -0.9831  2.2373  3.5039
H  -1.1460  0.5422  2.8651
H  0.5418  1.1663  3.3621

Atoms 1-3, force components in eV/Å:
2.9 -1.0 -0.9
0.0 -7.2 -1.0
-2.5 1.9 -0.8

Atomic partial charges in e from the natural (NBO) method, atoms 1 to 4: C -0.447; N -0.613; C 0.676; C -0.730


[5]
Computed, not measured: 2 unconnected molecules or ions with the total composition C6H14N2O2 at a distorted geometry, with ωB97M-V/def2-TZVPD.

Computed properties:
M   146.190 g/mol
SMILES string   CNC(C)=O.CNC(C)=O
LUMO level   0.368 eV
Multiplicity   1
ΔE to the lowest compared entry with this formula, charge and spin   1.216 eV

Element x y z (Å)
C  2.8093  2.0506  -0.0754
N  1.6945  1.3324  0.4783
C  1.7549  0.6990  1.6852
C  0.4341  0.3990  2.3700
O  2.8214  0.5631  2.2525
H  3.6504  1.3742  -0.3230
H  2.5958  2.2824  -1.1226
H  3.2702  2.8425  0.5053
H  0.8857  1.3167  -0.1117
H  0.7479  0.1050  3.3682
H  -0.1085  1.3265  2.5592
H  -0.1967  -0.2940  1.8259
C  -3.1792  -0.7781  -0.0051
N  -1.8771  -0.7072  -0.6593
C  -1.5278  -1.6677  -1.5613
C  -0.1374  -1.5399  -2.1905
O  -2.1955  -2.6600  -1.7696
H  -3.1983  0.1181  0.6218
H  -4.0074  -0.7568  -0.7043
H  -3.1363  -1.5549  0.7019
H  -1.5375  0.2237  -0.8241
H  0.3075  -0.5649  -2.0122
H  0.4097  -2.3738  -1.7577
H  -0.2798  -1.7358  -3.2515

Atoms 1-3, force components in eV/Å:
1.6 -1.6 -1.7
0.0 0.4 -0.2
0.0 0.8 0.1

Atomic partial charges in e from the natural (NBO) method, atoms 1 to 4: C -0.427; N -0.628; C 0.675; C -0.721


[6]
Computed, not measured: 2 unconnected molecules or ions with the total composition C6H14N2O2 at a distorted geometry, with ωB97M-V/def2-TZVPD.

Computed properties:
M   146.190 g/mol
SMILES string   CNC(C)=O.CNC(C)=O
LUMO level   0.521 eV
Multiplicity   1
ΔE to the lowest compared entry with this formula, charge and spin   0.477 eV

Element x y z (Å)
C  -2.1850  0.1037  -0.0287
N  -1.9865  -1.2743  -0.4674
C  -0.8013  -1.9371  -0.3523
C  -0.8634  -3.3386  -0.9214
O  0.1502  -1.5137  0.2771
H  -1.5111  0.3716  0.7817
H  -2.0045  0.7720  -0.8723
H  -3.1995  0.2348  0.3403
H  -2.8178  -1.7242  -0.8039
H  -1.0060  -3.3135  -2.0034
H  0.0528  -3.8797  -0.7063
H  -1.7180  -3.8658  -0.4978
C  2.1723  0.5142  1.8072
N  1.3480  1.0557  0.7542
C  1.6195  2.2894  0.2280
C  0.7533  2.6607  -0.9563
O  2.5720  2.9503  0.5987
H  2.5556  1.3272  2.4198
H  1.5539  -0.1251  2.4368
H  3.0219  -0.0600  1.4330
H  0.5974  0.4964  0.3808
H  0.2572  3.6223  -0.8389
H  1.4297  2.7298  -1.8099
H  0.0093  1.9041  -1.1992

Atoms 1-3, force components in eV/Å:
0.2 -0.2 -0.2
0.1 0.8 0.4
-1.0 -0.9 0.6

Atomic partial charges in e from the natural (NBO) method, atoms 1 to 4: C -0.423; N -0.621; C 0.686; C -0.710


[7]
Computed, not measured: 2 unconnected molecules or ions with the total composition C6H14N2O2 at a distorted geometry, with ωB97M-V/def2-TZVPD.

Computed properties:
M   146.190 g/mol
SMILES string   CNC(C)=O.CNC(C)=O
LUMO level   0.455 eV
Multiplicity   1
ΔE to the lowest compared entry with this formula, charge and spin   3.605 eV

Element x y z (Å)
C  -1.3936  0.3439  2.8011
N  -0.6085  0.9449  1.7232
C  -0.3134  2.3483  1.9162
C  0.2324  2.8444  0.4476
O  -0.4783  2.9602  2.9726
H  -1.3064  0.8392  3.8811
H  -2.3214  0.0188  2.4684
H  -0.8871  -0.5073  3.1835
H  -0.4077  0.2666  1.0156
H  -0.1390  3.9423  0.2847
H  -0.3619  2.1819  -0.2684
H  1.2688  3.1588  0.3586
C  -0.4350  -2.4782  -2.9379
N  0.5634  -2.0035  -2.0975
C  0.2944  -1.1675  -1.0862
C  1.6335  -0.7227  -0.6339
O  -0.7947  -0.8318  -0.6926
H  -1.4906  -2.2314  -2.8955
H  -0.1085  -2.6009  -4.0961
H  -0.5630  -3.4837  -2.5584
H  1.5325  -1.9909  -2.5466
H  2.2660  -1.5419  -0.6617
H  1.7318  -0.4776  0.4846
H  2.0860  0.1884  -1.0623

Atoms 1-3, force components in eV/Å:
2.6 0.8 2.9
-1.0 2.8 3.8
1.0 -1.6 -2.0

Atomic partial charges in e from the natural (NBO) method, atoms 1 to 4: C -0.441; N -0.687; C 0.709; C -0.758


[8]
Computed, not measured: 2 unconnected molecules or ions with the total composition C6H14N2O2 at a distorted geometry, with ωB97M-V/def2-TZVPD.

Computed properties:
M   146.190 g/mol
SMILES string   CNC(C)=O.CNC(C)=O
LUMO level   0.553 eV
Multiplicity   1
ΔE to the lowest compared entry with this formula, charge and spin   1.279 eV

Element x y z (Å)
C  1.5471  2.7105  -1.1408
N  0.0838  2.8426  -0.9865
C  -0.5765  1.6301  -0.9588
C  -1.7614  1.4423  0.0231
O  -0.3694  0.7198  -1.7276
H  1.7295  1.7912  -1.6986
H  1.9281  3.4877  -1.7958
H  2.0892  2.7505  -0.1843
H  -0.1811  3.6182  -0.3999
H  -2.3412  2.3835  -0.0156
H  -2.4160  0.6939  -0.3794
H  -1.5075  1.4787  1.0966
C  -1.6006  -2.3901  1.5614
N  -0.5751  -1.5481  0.9841
C  0.7042  -1.9846  0.7252
C  1.6973  -0.9105  0.2826
O  1.0190  -3.1051  1.0805
H  -1.3426  -2.6476  2.6037
H  -2.5527  -1.8703  1.4658
H  -1.7331  -3.3926  1.1104
H  -0.9103  -0.7305  0.4986
H  1.4110  0.0386  0.7019
H  2.6721  -1.1543  0.7316
H  1.6302  -0.8890  -0.8082

Atoms 1-3, force components in eV/Å:
-0.1 0.3 -0.8
1.3 -0.8 0.2
-2.1 0.0 0.9

Atomic partial charges in e from the natural (NBO) method, atoms 1 to 4: C -0.427; N -0.637; C 0.691; C -0.751


[9]
Computed, not measured: 2 unconnected molecules or ions with the total composition C6H14N2O2 at a distorted geometry, with ωB97M-V/def2-TZVPD.

Computed properties:
M   146.190 g/mol
SMILES string   CNC(C)=O.CNC(C)=O
LUMO level   0.462 eV
Multiplicity   1
ΔE to the lowest compared entry with this formula, charge and spin   0.899 eV

Element x y z (Å)
C  -1.1977  -2.0206  1.9178
N  -1.3982  -2.4288  0.5432
C  -1.0910  -1.6547  -0.4620
C  -1.1692  -2.2838  -1.8210
O  -0.6909  -0.4824  -0.3133
H  -0.6379  -1.1311  1.9261
H  -2.1568  -1.8659  2.5205
H  -0.6679  -2.8182  2.4127
H  -1.8081  -3.3554  0.3464
H  -2.0682  -2.9730  -1.8102
H  -1.3365  -1.5522  -2.6534
H  -0.2544  -2.9321  -1.8845
C  1.9119  1.6058  -1.7271
N  1.0363  1.7605  -0.5505
C  1.3945  2.5242  0.4381
C  0.4719  2.6167  1.6375
O  2.4043  3.2245  0.4004
H  2.6740  2.3823  -1.7252
H  2.3626  0.6127  -1.8230
H  1.3379  1.7008  -2.6801
H  0.1756  1.1880  -0.4786
H  -0.2675  1.7546  1.5990
H  1.0593  2.5137  2.5839
H  -0.0839  3.6146  1.6032

Atoms 1-3, force components in eV/Å:
-1.9 -1.1 0.9
-1.2 -1.9 1.4
0.9 2.9 -1.6

Atomic partial charges in e from the natural (NBO) method, atoms 1 to 4: C -0.417; N -0.587; C 0.674; C -0.699


[10]
Computed, not measured: a molecular structure, C6H14N2O2Sn at a distorted geometry, with ωB97M-V/def2-TZVPD.

Computed properties:
M   264.901 g/mol
Total charge   +2
LUMO level   -10.978 eV
Multiplicity   1
ΔE to the lowest compared entry with this formula, charge and spin   1.879 eV

Element x y z (Å)
Sn  -2.7539  -0.2705  -1.7236
C  0.8572  1.6348  1.0305
C  -0.2283  2.0971  0.1166
O  -0.5463  1.3600  -0.8344
N  -0.7734  3.2909  0.3692
C  -1.7876  3.9573  -0.4333
H  0.3700  1.4414  1.9904
H  1.7099  2.3053  1.1041
H  1.1845  0.6479  0.7107
H  -0.4304  3.8437  1.1403
H  -1.4197  4.8822  -0.8790
H  -2.6274  4.3120  0.1661
H  -2.1494  3.2883  -1.2101
C  0.2280  -2.3946  1.7131
C  0.2139  -2.3574  0.1955
O  -0.7052  -1.8005  -0.4302
N  1.1839  -3.0293  -0.4487
C  1.2408  -3.1506  -1.9141
H  0.3967  -1.3471  1.9685
H  0.9144  -3.1138  2.1484
H  -0.7845  -2.6054  2.0557
H  1.8914  -3.4591  0.1254
H  1.3708  -4.1778  -2.2519
H  2.1811  -2.6793  -2.2083
H  0.4634  -2.6755  -2.5009

Atoms 1-3, force components in eV/Å:
3.0 0.0 1.6
-0.3 -0.8 0.4
0.3 1.2 0.6

Atomic partial charges in e from the natural (NBO) method, atoms 1 to 4: Sn 1.803; C -0.711; C 0.706; O -0.769


[11]
Computed, not measured: a gas-phase ion, C6H14N3 (charge +1) at a distorted geometry, with ωB97M-V/def2-TZVPD.

Computed properties:
M   128.199 g/mol
SMILES string   C=N/C=[NH+]\NC(C)(C)C
Total charge   +1
LUMO level (spin up / spin down)   -4.877 / -4.876 eV
Multiplicity   1
ΔE to the lowest compared entry with this formula, charge and spin   3.526 eV

Element x y z (Å)
C  -0.5278  -0.5199  3.0487
N  0.6789  -0.1876  3.1985
C  1.6526  -0.2496  2.3895
N  1.5369  -0.2111  1.0255
N  0.3476  -0.5691  0.4697
C  -0.0985  0.0715  -0.7393
C  0.4703  -0.6944  -1.9237
C  -1.6402  -0.1308  -0.5688
C  0.2822  1.5682  -0.7097
H  -0.9120  -1.3232  2.4684
H  -1.2338  0.1904  3.4894
H  2.7594  -0.3363  2.6454
H  2.2771  0.2649  0.4798
H  0.0954  -1.5125  0.6789
H  1.4935  -0.9147  -1.8648
H  0.0530  -1.6960  -2.0835
H  0.5971  -0.1113  -2.8526
H  -2.0964  0.1433  -1.4520
H  -1.9118  0.4560  0.2888
H  -1.8464  -1.1240  -0.4137
H  1.2887  1.5787  -1.2313
H  -0.4837  2.1880  -1.2656
H  0.4859  1.9478  0.3884

Atoms 1-3, force components in eV/Å:
-1.1 1.8 0.3
-0.7 -0.2 0.7
4.5 -0.3 -3.0

Atomic partial charges in e from the natural (NBO) method, atoms 1 to 4: C 0.099; N -0.393; C 0.315; N -0.341


[12]
Computed, not measured: 2 unconnected molecules or ions with the total composition C6H14N3 at a distorted geometry, with ωB97M-V/def2-TZVPD.

Computed properties:
M   128.199 g/mol
Total charge   +1
LUMO level (spin up / spin down)   -6.043 / -6.038 eV
Multiplicity   1
ΔE to the lowest compared entry with this formula, charge and spin   6.471 eV

Element x y z (Å)
C  -0.4840  3.5151  0.2869
C  -0.8895  2.4009  0.8474
C  1.0779  -1.7985  -1.0178
C  -0.6467  0.0325  -1.5971
C  0.6466  -0.7048  1.8114
C  -0.0867  -0.8386  -0.4849
N  -1.6115  0.6945  2.2766
N  -1.3982  1.5146  1.4754
N  0.5002  -0.0118  0.5541
H  -1.0424  3.7091  -0.6960
H  0.3045  4.2006  0.8389
H  1.5197  -1.3835  -2.0394
H  1.9134  -1.9585  -0.2307
H  0.5860  -2.7474  -1.4249
H  0.1169  0.6888  -1.8584
H  -1.5558  0.4964  -1.3941
H  -0.8679  -0.7096  -2.3277
H  0.6908  -1.7623  1.6968
H  1.4672  -0.3144  2.4750
H  -0.2716  -0.5045  2.3306
H  -0.8779  -1.3139  0.1411
H  -2.2681  -0.0514  1.9854
H  1.4011  0.4596  0.4190

Atoms 1-3, force components in eV/Å:
-0.1 0.8 -0.3
0.5 1.6 0.0
-0.6 -0.3 -1.8

Atomic partial charges in e from the natural (NBO) method, atoms 1 to 4: C -0.362; C 0.326; C -0.656; C -0.615


We obtain electronic energy values of -496.88482, -497.04363, -496.95841, -496.97127, -497.01283, -497.04001, -496.92506, -497.01053, -497.02448, -710.65679, -400.92072, -400.81251 Ha for the records listed above, in that order.